{
  "formula": "C7H14O",
  "method": "ωB97M-V/def2-TZVPD",
  "e_above_lowest_ev": 6.191,
  "homo_lumo_gap_ev": [8.35, 6.61],
  "homo_energy_ev": [-8.0, -7.0],
  "lumo_energy_ev": [0.362, -0.386],
  "symbols": ["C", "C", "C", "C", "H", "H", "H", "H", "H", "H", "H", "H", "H", "H", "C", "C", "C", "O", "H", "H", "H", "H"],
  "coordinates": [[-1.0722, -0.8722, -0.7014], [-0.3826, 0.7200, 1.8437], [-0.9882, 1.8432, 1.0745], [-0.7611, -2.2390, -1.1569], [-1.0878, -0.0484, -1.4001], [-1.7255, -0.7690, 0.1532], [-0.9823, -0.1552, 2.0526], [0.2560, 1.0024, 2.6784], [-1.8069, 1.5129, 0.4390], [-0.2519, 2.3390, 0.4308], [-1.3686, 2.6154, 1.7552], [-0.4288, -2.2741, -2.1956], [-1.6099, -2.9233, -1.0421], [0.0484, -2.6779, -0.5339], [1.2690, -0.6456, 0.4376], [1.4531, -0.0136, -0.8796], [1.7831, 1.2769, -1.0352], [1.4069, -1.7966, 0.7714], [0.8921, 0.1710, 1.2362], [1.5016, -0.7018, -1.7177], [2.0273, 1.6737, -2.0112], [1.8282, 1.9624, -0.1989]],
  "forces_ev_per_a": [[-0.9, -0.1, -0.3], [-0.5, 0.5, 0.8], [0.0, 0.2, 0.0], [0.4, -0.5, 0.1], [0.1, 0.0, 0.0], [0.1, 0.0, 0.1], [0.0, 0.0, 0.0], [-0.1, 0.0, 0.1], [0.0, 0.0, 0.0], [-0.1, 0.0, 0.0], [0.0, 0.0, -0.1], [0.0, 0.0, 0.0], [0.0, 0.1, 0.0], [-0.3, 0.1, -0.3], [0.4, 0.7, 1.2], [0.8, 0.0, -0.6], [-0.2, -0.7, 0.2], [0.1, 0.3, -0.4], [0.4, -0.7, -0.6], [-0.1, 0.1, -0.1], [0.0, 0.0, 0.0], [0.0, 0.0, 0.1]],
  "lowdin_charge": [-0.063, -0.128, -0.164, -0.167, 0.062, 0.048, 0.063, 0.072, 0.057, 0.053, 0.074, 0.071, 0.077, 0.068, -0.334, -0.161, 0.042, 0.038, 0.058, 0.109, 0.063, 0.062]
}